The following is a DFT calculation (ωB97M-V with the def2-TZVPD basis set) of a cluster of 3 separate species, C19H42O7S in total in a non-equilibrium geometry.

Last column: natural (NBO) charge in e.
Positions of all 69 atoms, in Å:
C 1.7728 5.6708 0.4860  -0.636
C 2.3165 4.2547 0.3982  -0.079
O 1.4157 3.5245 -0.4349  -0.260
O 2.0535 2.2813 -0.8015  -0.297
C 1.7939 2.0395 -2.1246  0.975
O 1.3142 1.0145 -2.4498  -0.519
O 2.1467 3.0018 -2.9860  -0.532
C 3.5532 3.3072 -3.0808  -0.078
C 3.7121 4.3697 -4.1692  -0.430
C 4.5772 5.6079 -3.8726  -0.405
C 4.4173 6.2184 -2.4742  -0.693
S 5.7958 5.9580 -1.3794  2.377
O 6.8887 6.7617 -1.8395  -0.933
O 5.3246 6.0160 -0.0331  -0.923
O 6.1773 4.4301 -1.6197  -0.889
H 0.8821 5.7187 1.1127  0.221
H 1.5245 6.0472 -0.5099  0.211
H 2.5510 6.3111 0.9053  0.237
H 2.3539 3.7942 1.3919  0.183
H 3.3253 4.2163 -0.0187  0.184
H 4.0538 2.3847 -3.3945  0.188
H 3.9594 3.5825 -2.1061  0.192
H 4.1568 3.8885 -5.0448  0.220
H 2.7140 4.6926 -4.4719  0.236
H 5.6320 5.4186 -4.0968  0.205
H 4.2842 6.3751 -4.5945  0.232
H 4.3585 7.3073 -2.5106  0.262
H 3.5439 5.8164 -1.9587  0.247
H 6.7469 4.3648 -2.4018  0.509
C 0.4175 0.1681 1.7750  -0.608
C -0.5676 0.3885 0.6314  -0.402
C -1.9165 0.9415 1.0859  -0.396
C -2.6967 0.0334 2.0386  -0.396
C -2.9819 -1.3660 1.4970  -0.401
C -3.8357 -1.3691 0.2325  -0.611
H 0.0498 -0.5642 2.4962  0.197
H 1.3739 -0.1957 1.3967  0.212
H 0.6052 1.1024 2.3102  0.196
H -0.7101 -0.5489 0.0867  0.194
H -0.1225 1.0796 -0.0839  0.215
H -2.5264 1.1561 0.2039  0.199
H -1.7562 1.9056 1.5802  0.197
H -3.6472 0.5187 2.2832  0.197
H -2.1548 -0.0568 2.9842  0.199
H -3.4971 -1.9395 2.2729  0.200
H -2.0432 -1.8931 1.3039  0.196
H -4.7952 -0.8785 0.4105  0.200
H -4.0407 -2.3889 -0.0992  0.206
H -3.3405 -0.8518 -0.5904  0.204
C -3.6237 -8.1180 3.2779  -0.610
C -2.5008 -7.5420 2.4207  -0.398
C -2.5294 -6.0176 2.3212  -0.397
C -3.7917 -5.4398 1.6790  -0.398
C -4.0845 -5.9432 0.2668  -0.399
C -2.9893 -5.5989 -0.7384  -0.610
H -4.6066 -7.8870 2.8645  0.201
H -3.5458 -9.2038 3.3477  0.209
H -3.5836 -7.7148 4.2921  0.201
H -2.5420 -7.9829 1.4209  0.193
H -1.5389 -7.8431 2.8437  0.201
H -1.6499 -5.6817 1.7650  0.201
H -2.4277 -5.5948 3.3258  0.200
H -3.6957 -4.3493 1.6507  0.202
H -4.6550 -5.6473 2.3175  0.199
H -5.0269 -5.5018 -0.0684  0.201
H -4.2446 -7.0249 0.2782  0.193
H -2.8343 -4.5188 -0.7894  0.202
H -3.2524 -5.9452 -1.7388  0.209
H -2.0372 -6.0606 -0.4726  0.201

Forces on the atoms, in the same order (eV/Å):
0.17 -0.11 -0.14
0.07 -0.07 0.28
0.17 0.12 -0.35
-0.03 0.16 0.55
0.29 0.47 0.07
-0.37 -0.94 -0.31
-0.04 0.41 -0.08
0.09 -0.23 -0.07
0.25 -0.02 -0.12
-0.03 0.23 -0.08
-0.01 -0.19 0.00
-0.08 0.28 0.05
-0.11 -0.17 0.06
0.11 0.04 -0.16
0.05 -0.20 -0.12
0.04 0.01 -0.06
0.00 -0.03 0.07
-0.09 -0.02 0.06
0.01 -0.04 -0.10
-0.08 0.11 -0.10
0.04 0.06 0.13
-0.17 0.12 -0.07
-0.21 0.07 -0.03
0.01 -0.04 0.16
-0.06 -0.03 0.13
0.09 -0.09 0.02
-0.15 -0.06 0.04
-0.02 0.14 0.01
0.08 0.00 0.14
0.00 -0.03 -0.06
0.03 -0.01 0.06
-0.01 0.01 -0.01
0.02 0.02 0.01
-0.09 -0.03 -0.01
0.04 -0.05 0.02
0.00 0.01 0.01
0.01 0.02 0.00
-0.02 0.00 0.02
-0.01 0.00 -0.01
-0.02 0.01 -0.02
-0.01 0.00 0.01
0.01 0.00 -0.01
-0.01 -0.01 0.00
0.01 0.01 0.00
0.02 -0.01 0.01
0.02 0.00 0.02
0.00 0.03 -0.01
-0.02 0.00 0.00
0.00 0.01 0.00
0.03 -0.02 -0.05
-0.01 0.00 0.06
0.01 0.01 -0.02
-0.02 0.03 0.03
0.03 0.06 -0.04
-0.04 -0.05 0.00
0.00 0.01 0.00
0.00 0.00 0.01
-0.02 0.02 0.00
0.01 0.01 -0.01
0.00 -0.01 -0.01
-0.01 0.01 0.00
0.00 -0.01 0.01
0.00 0.00 -0.01
0.01 -0.01 0.00
-0.01 -0.02 0.00
-0.01 -0.01 0.01
0.03 0.00 0.01
0.00 0.01 0.00
0.01 0.00 0.00

Output
E_tot in Eh: -1673.897860
M in g mol⁻¹: 414.605
Kohn-Sham gap in eV: 10.73
Structure (SMILES): CCOOC(=O)OCCCCS(=O)(=O)O.CCCCCC.CCCCCC
HOMO in eV: -10.542
Total charge: 0